# 1
Molecular formula: C5H9NO
Method: DFT, ωB97M-V/def2-TZVPD

```
16
Properties=species:S:1:pos:R:3:forces:R:3:nbo_charge:R:1
O -1.95100 -1.34172 -0.54348 -0.589 -2.238 3.182 -0.70
N -1.06353 3.03135 0.56354 1.062 1.250 -1.735 -0.30
C 0.34064 -0.66461 -0.16849 1.557 1.076 -2.416 -0.08
C 0.71962 -0.10481 -1.59007 -2.243 0.354 3.150 -0.64
C -1.62594 2.59952 1.44019 -0.249 -0.747 0.492 0.08
C 1.52057 -0.55775 0.75129 -1.830 1.614 -1.188 -0.61
C -0.79794 -1.21872 0.14841 -1.397 -0.223 3.413 0.13
H -2.05355 -0.93527 -1.34108 0.350 1.926 -3.376 0.48
H 1.67357 0.47397 1.03080 0.159 0.474 0.026 0.21
H -2.05632 1.99928 2.16185 -0.791 -0.543 1.207 0.22
H -1.02999 -1.51154 1.28042 0.784 0.328 -2.582 0.16
H 1.30913 -1.08074 1.59833 -0.167 -1.645 2.562 0.21
H 1.34971 -0.77505 -2.02242 1.190 -2.341 -1.948 0.21
H -0.08817 0.30362 -2.16650 -0.395 -0.316 -0.538 0.21
H 2.37293 -0.89845 0.26333 1.674 -0.761 -0.685 0.20
H 1.38029 0.68093 -1.40614 0.884 1.791 0.435 0.21
```
Forces are in eV/Å.

charge	0
M	99.1	g/mol
F_max	3.94	eV/A
SMILES	CC(C)=CO.C#N
HOMO	-8.6	eV



# 2
Molecular formula: C39H32Cl2GaGeIO3P
Method: DFT, ωB97M-V/def2-TZVPD

```
80
Properties=species:S:1:pos:R:3:forces:R:3:lowdin_charge:R:1
I -3.09497 0.00432 -3.15676 -0.175 0.011 -0.100 0.31
Ge -1.21542 -1.06933 1.94082 0.021 -0.288 -0.003 0.82
Ga -2.15066 0.08551 -0.74761 0.619 0.005 -0.338 -0.11
Cl -5.00170 0.94595 0.64795 0.273 0.088 -0.108 0.62
Cl -5.34084 3.67920 -0.33283 0.080 -0.112 0.032 0.57
P 0.87402 0.50850 -2.36619 0.047 0.001 -0.215 0.82
O -2.41407 3.86100 0.81352 -0.045 -0.261 -0.203 0.04
O -0.17899 0.56327 -1.31186 -0.168 0.006 0.215 -0.35
O -2.22916 1.96655 -0.35635 -0.619 0.351 0.607 -0.11
C -1.84284 -1.53998 0.20339 -0.189 0.584 0.224 -0.39
C 2.03967 -3.80374 -3.32395 -0.018 0.031 0.012 -0.09
C 0.82611 -3.51226 -2.71440 0.026 0.007 0.002 -0.06
C -0.36178 2.64037 -6.21646 0.032 -0.047 0.029 -0.08
C 0.07575 1.32486 -6.29630 -0.013 0.018 0.021 -0.08
C -0.89820 -2.59669 4.46660 -0.030 -0.114 -0.092 -0.11
C 4.55122 2.80392 -0.90091 -0.017 -0.014 -0.004 -0.08
C 1.26241 0.41136 2.77242 0.112 -0.102 -0.052 -0.10
C -1.24782 -5.09844 3.31456 0.017 0.156 0.068 -0.11
C -0.06879 2.60608 -3.83061 -0.037 -0.067 -0.040 -0.07
C 2.64551 0.60639 2.80773 -0.154 -0.133 -0.070 -0.11
C 0.48246 -2.19497 -2.42639 0.042 0.005 0.000 -0.06
C -1.17306 -2.68001 3.09531 0.021 -0.088 0.210 -0.26
C 3.47806 -0.14764 1.98963 -0.136 -0.235 0.138 -0.14
C 0.68949 -0.54668 1.92864 0.180 0.099 0.074 -0.25
C 2.92403 -1.09579 1.13295 -0.103 -0.055 0.158 -0.10
C 2.59766 -1.46376 -3.36171 -0.047 -0.066 0.043 -0.08
C -0.97129 -4.99756 4.67455 -0.014 0.096 -0.102 -0.12
C -2.86865 2.81587 0.38260 0.112 -0.046 -0.380 -0.72
C -1.96984 1.63938 2.93970 -0.013 -0.123 0.071 -0.13
C -2.79561 2.55585 3.58999 0.071 -0.063 0.128 -0.11
C 2.92726 -2.78136 -3.65043 -0.057 0.068 0.020 -0.09
C -4.15001 0.74175 4.40428 0.128 -0.030 -0.112 -0.10
C 0.44773 0.64312 -5.14216 -0.020 0.011 -0.055 -0.08
C -0.44343 3.27938 -4.98261 0.006 -0.017 0.052 -0.07
C -0.79698 -3.74254 5.25175 -0.021 0.049 -0.118 -0.11
C 1.54570 -1.29357 1.11139 0.157 0.081 0.103 -0.11
C 1.37506 -1.17205 -2.75103 0.012 -0.171 -0.004 -0.27
C 3.23479 1.98322 -2.74106 0.046 0.012 0.049 -0.09
C 0.38517 1.28563 -3.91196 -0.015 0.199 -0.043 -0.31
C -3.31808 -0.16767 3.75773 0.094 0.290 0.066 -0.12
C 2.33161 1.42121 -1.83551 0.075 0.086 0.127 -0.25
C 2.53431 1.56348 -0.46353 -0.080 0.067 -0.046 -0.05
C -3.88563 2.10777 4.32637 0.065 -0.124 0.020 -0.11
C -4.37574 2.60437 0.73053 0.113 -0.091 -0.417 -0.97
C -2.20586 0.26261 3.02085 -0.182 0.124 0.086 -0.26
C 4.34630 2.67072 -2.27130 -0.066 -0.055 -0.024 -0.09
C 3.64703 2.25582 -0.00068 0.042 0.144 -0.148 -0.07
C -1.34631 -3.94729 2.53400 -0.001 0.021 0.090 -0.11
H 3.29411 -0.66427 -3.59891 -0.051 -0.082 0.025 0.10
H -1.14827 2.01695 2.33282 -0.109 -0.043 0.103 0.10
H -3.53654 -1.22878 3.82200 -0.014 0.008 0.004 0.10
H -0.45238 -1.97141 -1.90918 0.138 -0.068 -0.009 0.05
H 2.30392 -4.83453 -3.53843 -0.024 0.080 0.008 0.10
H -5.01251 0.38621 4.95760 0.030 0.014 0.004 0.09
H 0.62883 1.00659 3.42557 0.070 -0.078 -0.063 0.09
H -2.84677 -1.95564 0.35208 -0.093 -0.260 0.012 -0.07
H 3.06895 1.35082 3.47398 -0.017 -0.018 0.001 0.10
H 1.81341 1.13508 0.23049 0.135 0.199 -0.150 0.09
H -0.15400 3.08674 -2.85913 0.007 -0.035 -0.094 0.13
H 3.87564 -3.01244 -4.12295 -0.050 0.017 0.039 0.10
H 3.80320 2.36194 1.06547 -0.024 0.034 -0.108 0.09
H 3.56435 -1.68049 0.47978 -0.022 0.019 0.038 0.10
H -0.81065 4.29844 -4.91677 0.041 -0.102 -0.012 0.11
H -4.52938 2.81701 4.83613 0.015 -0.024 -0.042 0.10
H 5.42075 3.34368 -0.53575 -0.107 -0.045 -0.039 0.10
H 0.14220 -4.31096 -2.44630 0.051 0.083 -0.022 0.11
H -0.89055 -5.89194 5.28279 -0.006 0.027 -0.021 0.09
H 1.11642 -2.04241 0.45353 -0.003 0.015 -0.035 0.09
H 5.04467 3.11504 -2.97180 -0.038 -0.039 0.030 0.10
H -2.59595 3.61937 3.49606 -0.013 -0.125 -0.021 0.11
H -1.55923 -4.02155 1.46873 0.035 0.012 0.112 0.09
H -0.76399 -1.61880 4.92899 -0.011 -0.132 -0.063 0.10
H 0.11625 0.82257 -7.25698 0.000 0.036 0.075 0.10
H 4.55265 -0.00070 2.02171 -0.050 0.006 -0.040 0.10
H -0.57986 -3.65916 6.31261 -0.019 0.001 -0.071 0.09
H -0.64712 3.16982 -7.11896 -0.013 -0.038 0.055 0.10
H 3.05963 1.89849 -3.81047 0.005 0.023 0.099 0.11
H -4.53345 2.94549 1.73742 -0.018 0.088 0.217 0.03
H 0.76539 -0.39331 -5.19879 -0.015 0.107 -0.006 0.11
H -1.38536 -6.07402 2.86200 0.000 0.008 0.002 0.09
```
Forces are in eV/Å.

charge	-1
M	919.8	g/mol
F_max	0.94	eV/A
HOMO	-4.1	eV



In order of appearance, energy relative to the best compared isomer or geometry (same formula, charge and spin) = 73.5, 1.1 kcal/mol.
In order of appearance, energy = -325.8204, -7292.4079 hartree.
In order of appearance, frontier orbital gap = 0.345, 0.236 Ha.